C20H54N2O8 | ωB97M-V with the def2-TZVPD basis set

```
84
Properties=species:S:1:pos:R:3:forces:R:3
C -0.048 2.516 1.970 0.114 1.672 -1.402
O -1.190 2.999 2.708 1.086 -2.075 -1.081
C -1.626 1.872 3.439 -1.378 2.266 1.213
C -2.916 2.279 4.197 0.335 0.444 -2.889
N -3.608 1.069 4.300 -1.457 -3.657 1.874
C -4.548 1.092 5.383 2.439 -0.225 2.420
C -4.975 -0.255 5.902 4.220 0.455 -10.223
O -5.777 -0.317 6.807 -7.115 -0.088 9.840
C -5.197 -0.495 8.095 0.309 -0.424 -0.260
H 0.106 3.305 1.199 0.288 -0.546 0.467
H -0.182 1.572 1.374 -0.315 0.657 0.935
H 0.853 2.467 2.607 -0.321 -0.171 -0.086
H -0.880 1.614 4.140 1.112 -0.247 1.314
H -1.756 0.932 2.916 -0.542 0.256 -0.917
H -3.631 2.784 3.563 0.729 1.699 -0.870
H -2.860 2.930 5.069 0.531 -0.720 0.342
H -4.161 0.854 3.462 0.792 0.265 0.246
H -5.347 1.687 5.098 -2.120 1.307 0.095
H -4.006 1.524 6.267 -0.551 0.333 -0.718
H -4.172 -0.890 5.980 2.907 -1.360 0.620
H -5.449 -0.725 5.055 -0.446 -0.390 -1.285
H -4.458 0.294 8.297 -0.276 -0.063 0.142
H -4.648 -1.474 8.117 -0.501 0.637 0.046
H -6.016 -0.489 8.807 0.153 0.029 0.181
C 0.053 -5.090 -4.768 2.313 -2.819 -1.294
O 0.135 -4.961 -3.391 0.010 -0.346 0.852
C 0.227 -3.621 -2.953 -1.575 0.275 -1.338
C 1.544 -2.991 -3.216 2.254 -1.099 -0.370
N 1.416 -1.584 -3.480 0.435 -1.563 -2.351
C 2.660 -0.975 -3.909 1.026 1.639 3.211
C 2.294 0.473 -4.269 -5.441 -4.867 3.740
O 3.207 1.117 -4.794 8.909 4.226 -4.946
C 2.972 2.419 -5.223 -0.146 0.783 -1.440
H -0.187 -6.156 -5.076 -0.542 1.170 0.885
H 1.049 -5.063 -5.312 -0.602 0.753 0.739
H -0.590 -4.393 -5.209 -1.203 1.052 -0.721
H 0.045 -3.557 -1.908 -0.388 -0.563 0.923
H -0.597 -3.027 -3.443 0.700 -0.313 0.230
H 2.118 -3.583 -4.021 -1.021 1.261 0.743
H 2.170 -3.139 -2.314 0.027 -0.107 -0.169
H 1.003 -1.193 -2.668 -0.031 1.096 0.695
H 3.308 -1.425 -4.649 -0.899 -0.643 -0.821
H 3.370 -0.983 -3.024 -0.317 0.269 -0.590
H 1.943 0.981 -3.389 -0.758 0.045 1.051
H 1.434 0.251 -4.860 -1.243 0.530 -1.164
H 3.063 3.154 -4.485 0.511 0.874 1.827
H 1.969 2.449 -5.470 -2.549 0.230 -0.638
H 3.420 2.940 -6.132 0.570 -1.936 0.853
C 3.192 -3.602 2.415 1.176 0.640 2.627
C 2.225 -2.836 1.566 -0.124 -1.716 0.177
O 2.695 -2.938 0.253 -0.188 0.354 -1.205
H 4.158 -3.080 2.616 -0.573 -0.159 -0.691
H 3.439 -4.550 1.933 -0.183 -0.081 0.232
H 2.845 -3.765 3.474 -0.114 -0.205 -1.079
H 2.042 -1.820 1.780 0.282 1.284 0.472
H 1.261 -3.326 1.677 -0.433 -0.087 -0.158
H 2.741 -3.882 0.084 0.129 -0.040 -0.381
C 3.047 0.342 -0.340 -0.537 -3.025 1.863
C 2.724 1.663 -0.775 0.094 2.383 -1.048
O 1.351 1.716 -1.028 -1.274 -0.234 -0.330
H 4.069 0.061 -0.438 1.112 0.194 0.483
H 2.594 -0.414 -1.005 -0.319 0.364 0.335
H 2.668 0.175 0.718 0.564 -0.100 -1.209
H 3.285 1.898 -1.693 -0.028 0.126 0.100
H 2.868 2.469 -0.058 0.902 -0.086 0.326
H 1.223 2.287 -1.781 -0.692 0.174 -0.405
C -1.168 -1.547 1.184 0.428 1.704 0.153
C -0.631 -1.345 -0.166 -1.902 -0.353 -0.659
O -1.030 -0.033 -0.463 0.986 0.819 -0.994
H -2.195 -1.334 1.135 -1.487 0.520 0.098
H -0.690 -0.796 1.824 -0.096 -0.507 0.319
H -1.106 -2.511 1.497 0.614 -2.833 1.396
H -1.069 -2.038 -0.891 -0.289 -0.008 0.001
H 0.394 -1.540 -0.218 2.015 0.193 -0.075
H -0.207 0.440 -0.647 -0.183 0.602 -0.291
C 0.057 5.250 -3.680 -0.648 2.001 -2.393
C -0.466 4.329 -2.645 2.331 0.182 0.626
O -0.215 3.007 -3.046 -1.683 -0.907 -1.336
H -0.647 5.513 -4.523 0.075 -0.696 0.871
H 0.916 4.930 -4.233 0.726 -0.802 0.142
H 0.326 6.241 -3.369 0.086 0.537 0.857
H -1.470 4.549 -2.451 -1.719 -0.026 0.438
H 0.097 4.437 -1.707 -0.210 0.167 -0.127
H -0.860 2.863 -3.788 1.126 -0.383 0.953
```
Positions in Å, forces in eV/Å.

Calculated values
Spin multiplicity   1
Relative energy (zero: lowest compared OMol25 entry of this formula, charge and spin)   667.4 kJ/mol
Structure (SMILES)   COCCNCCOC.COCCNCCOC.CCO.CCO.CCO.CCO
Strongest force on any atom   12.14 eV Å⁻¹
Orbital gap   0.32844 hartree
E_HOMO   -8.30 eV
E_LUMO   0.0235 Ha
Energy   -1505.48512 hartree